No. 1
Density functional theory data (ωB97M-V/def2-TZVPD) for 2 unconnected molecules or ions with the total composition C3H8N3 at a distorted geometry.

For the molecular weight, the calculation gives 86.118 u. As for the net charge: +1. For the gap between HOMO and LUMO (alpha / beta), the calculation gives 7.34 / 8.71 eV. The calculation puts the LUMO energy (alpha / beta) at -5.56 / -4.90 eV. Its energy above the lowest of the compared OMol25 structures with the same formula, charge and spin is 546.72 kJ/mol. Its spin multiplicity is 1.

Positions of all 14 atoms, in Å:
C (0.1921, 0.3129, -0.1335)
C (0.6469, 1.6641, 0.2121)
C (-1.0323, -1.7303, 0.3938)
N (-0.6457, 0.5449, -2.9387)
N (0.2190, -0.0744, -2.5333)
N (-0.2885, -0.5259, 0.7232)
H (0.1632, 2.2752, -0.4470)
H (0.2257, 1.8190, 1.1931)
H (1.7235, 2.0063, 0.2650)
H (-2.0851, -1.4749, 0.6821)
H (-0.8008, -2.7048, 0.9625)
H (-0.9749, -1.9238, -0.6412)
H (-1.3162, 1.2057, -2.6474)
H (-0.1873, -0.3816, 1.7714)

Atoms 1-6, force components in eV/Å:
C 0.3281 -1.4989 -0.8771
C 1.6509 -1.1308 2.4189
C -1.6189 -1.1187 1.8300
N 2.0143 -1.5569 -1.4294
N -1.0606 0.6480 1.3869
N 1.2824 0.4517 1.1170

No. 2
Density functional theory data (ωB97M-V/def2-TZVPD) for 2 unconnected molecules or ions with the total composition C3H10S.

For the molecular weight, the calculation gives 78.180 u. As for the net charge: 0. For the gap between HOMO and LUMO, the calculation gives 9.95 eV. The calculation puts the LUMO energy at 0.89 eV. Its energy above the lowest of the compared OMol25 structures with the same formula, charge and spin is 34.86 kJ/mol. The SMILES is CC.CS. Its spin multiplicity is 1.

Positions of all 14 atoms, in Å:
C (0.0286, 1.6980, -0.3722)
C (1.4316, 2.1093, 0.0737)
H (-0.6531, 1.5351, 0.4568)
H (-0.4568, 2.4054, -1.0515)
H (0.0187, 0.7116, -0.8468)
H (1.8056, 2.9469, -0.4986)
H (2.1289, 1.2832, -0.0405)
H (1.4577, 2.3381, 1.1378)
C (-1.3689, -2.4033, -0.1000)
S (-0.0966, -3.4302, 0.6894)
H (0.6316, -2.5029, 1.3194)
H (-1.5903, -1.4872, 0.4460)
H (-2.2757, -2.9930, -0.0905)
H (-1.0614, -2.2109, -1.1230)

Atoms 1-6, force components in eV/Å:
C -0.4355 -0.5680 -0.1550
C -0.1431 -0.4312 0.2453
H -0.0520 0.3277 0.3383
H 0.1900 -0.0739 0.1082
H 0.2115 0.2201 -0.3198
H 0.1383 0.2184 -0.0063

No. 3
Density functional theory data (ωB97M-V/def2-TZVPD) for 2 unconnected molecules or ions with the total composition C5H14 at a distorted geometry.

For the molecular weight, the calculation gives 74.167 u. As for the net charge: 0. For the gap between HOMO and LUMO, the calculation gives 12.27 eV. The calculation puts the LUMO energy at 1.12 eV. Its energy above the lowest of the compared OMol25 structures with the same formula, charge and spin is 26.60 kJ/mol. The SMILES is CCC.CC. Its spin multiplicity is 1.

Positions of all 19 atoms, in Å:
C (-0.7521, 0.6926, 2.1490)
C (-1.0732, 1.9487, 1.3909)
C (-0.8162, -0.6101, 1.3656)
H (0.2449, 0.7354, 2.5848)
H (-1.3216, 0.5817, 3.0763)
H (-2.1361, 2.1888, 1.3857)
H (-0.2913, -0.5022, 0.4140)
H (-0.2429, -1.3913, 1.8755)
H (-0.7417, 1.9521, 0.3524)
H (-0.6185, 2.8106, 1.8838)
H (-1.8258, -0.9386, 1.1297)
C (1.8725, -0.9613, -1.8581)
C (0.6948, -0.9669, -2.8132)
H (2.0861, 0.0791, -1.6439)
H (1.6800, -1.5221, -0.9335)
H (2.7679, -1.4279, -2.2728)
H (0.5738, -1.8931, -3.3965)
H (0.7377, -0.1724, -3.5585)
H (-0.2539, -0.9429, -2.2663)

Atoms 1-6, force components in eV/Å:
C 0.5028 -0.9184 0.8085
C -0.3542 0.9012 0.1612
C 0.4950 -0.0233 -0.3944
H 0.4236 0.2869 -0.3613
H -0.5298 0.2162 -0.2276
H -0.1782 -0.2575 -0.1156

No. 4
Density functional theory data (ωB97M-V/def2-TZVPD) for 2 unconnected molecules or ions with the total composition C6H5N5 at a distorted geometry.

For the molecular weight, the calculation gives 147.141 u. As for the net charge: 0. For the gap between HOMO and LUMO (alpha / beta), the calculation gives 8.75 / 8.75 eV. The calculation puts the LUMO energy (alpha / beta) at 0.05 / 0.05 eV. Its energy above the lowest of the compared OMol25 structures with the same formula, charge and spin is 293.50 kJ/mol. Its spin multiplicity is 1.

Positions of all 16 atoms, in Å:
C (1.5457, 0.5724, -0.0402)
C (1.0654, -0.6321, 1.9843)
C (-0.3862, -1.0448, 0.0788)
C (-0.4782, 2.5181, -1.2938)
C (-1.5053, -3.0835, 0.7910)
C (0.5299, -0.0470, 0.7932)
N (2.3770, 0.9443, -0.7377)
N (1.5008, -1.0856, 2.9347)
N (-0.8191, -2.0369, 0.5877)
N (-1.2182, 2.2801, -0.4476)
N (0.1701, 2.7699, -2.3813)
H (-1.3547, -4.0946, 0.5386)
H (-2.2542, -2.9490, 1.5647)
H (-0.3606, 0.5871, 1.1395)
H (-0.0142, 2.5042, -3.3046)
H (1.2020, 2.7974, -2.2073)

Atoms 1-6, force components in eV/Å:
C -0.1737 0.0683 -0.3336
C 0.7967 0.2252 0.3275
C 0.9273 2.1839 -1.2116
C -1.9973 -0.7169 -0.0243
C -0.9936 0.8460 2.2334
C -2.4894 -0.5699 0.3628

No. 5
Density functional theory data (ωB97M-V/def2-TZVPD) for a molecular structure, C29H32CoN4O4S2Te at a distorted geometry.

For the molecular weight, the calculation gives 751.266 u. As for the net charge: 0. For the gap between HOMO and LUMO (alpha / beta), the calculation gives 6.65 / 5.61 eV. The calculation puts the LUMO energy (alpha / beta) at 0.05 / -0.23 eV. Its energy above the lowest of the compared OMol25 structures with the same formula, charge and spin is 256.88 kJ/mol. Its spin multiplicity is 4.

Positions of all 73 atoms, in Å:
Co (-0.5397, -0.2122, 0.1220)
N (-3.5895, -2.8757, -0.4344)
C (-4.5052, -1.8624, -0.2905)
C (-3.7920, -0.7557, 0.0573)
N (-2.4628, -1.0616, 0.1294)
C (-2.3647, -2.3472, -0.1731)
C (-1.0739, -2.9570, -0.1303)
N (-0.0098, -2.1742, 0.0101)
C (1.0475, -3.0164, 0.2145)
C (0.6369, -4.3118, 0.1579)
N (-0.7164, -4.2676, -0.0671)
H (-3.7924, -3.8093, -0.7410)
H (-5.5619, -2.0183, -0.4150)
H (-4.1603, 0.2331, 0.2658)
H (2.0431, -2.6443, 0.3791)
H (1.1762, -5.2385, 0.2380)
H (-1.3265, -5.0615, -0.1321)
C (0.5511, -1.0919, 4.8361)
C (-0.3611, 0.1203, 4.7868)
S (-0.2358, 1.1308, 3.2366)
O (-0.1334, 0.0391, 2.2011)
C (1.4771, 1.7593, 3.5242)
C (2.5575, 0.8238, 3.0021)
H (0.1945, -1.8099, 5.5763)
H (1.5732, -0.8228, 5.1006)
H (0.5539, -1.5797, 3.8605)
H (-0.2023, 0.8125, 5.6156)
H (-1.4064, -0.1934, 4.8004)
H (1.5599, 1.9523, 4.5932)
H (1.4776, 2.7030, 2.9870)
H (3.0516, 0.2742, 3.8020)
H (3.3137, 1.3819, 2.4517)
H (2.1104, 0.1013, 2.3162)
O (1.6601, 1.8610, -1.1540)
S (1.8248, 0.4759, -0.6793)
C (3.6479, 0.2653, -0.6226)
C (4.2624, -0.6679, 0.1958)
C (5.6471, -0.7659, 0.2072)
C (6.4095, 0.0809, -0.5839)
C (5.7852, 1.0192, -1.3964)
C (4.4029, 1.1141, -1.4137)
C (1.6441, -0.5198, -2.2009)
C (2.3458, -1.6873, -2.4672)
C (2.1943, -2.3142, -3.6951)
C (1.3511, -1.7740, -4.6562)
C (0.6368, -0.6177, -4.3774)
C (0.7816, 0.0063, -3.1480)
H (3.6718, -1.3130, 0.8367)
H (6.1301, -1.4984, 0.8414)
H (7.4897, 0.0157, -0.5630)
H (6.3772, 1.6791, -2.0171)
H (3.8888, 1.8451, -2.0258)
H (3.0320, -2.0988, -1.7404)
H (2.7535, -3.2178, -3.9028)
H (1.2584, -2.2453, -5.6264)
H (-0.0216, -0.1915, -5.1233)
H (0.2490, 0.9213, -2.9165)
O (-0.0571, 3.1309, 0.7885)
C (-0.6758, 2.7799, -0.2077)
O (-1.0954, 1.6100, -0.5115)
H (-0.9270, 3.5509, -0.9627)
Te (-2.7143, 1.3372, -2.7040)
C (-4.1909, 2.4382, -1.6675)
C (-4.0739, 2.7659, -0.3193)
C (-5.0807, 3.4746, 0.3222)
C (-6.2186, 3.8616, -0.3698)
C (-6.3372, 3.5464, -1.7163)
C (-5.3305, 2.8437, -2.3595)
H (-3.1909, 2.4753, 0.2334)
H (-4.9705, 3.7271, 1.3697)
H (-7.0060, 4.4074, 0.1342)
H (-7.2152, 3.8554, -2.2698)
H (-5.4284, 2.6027, -3.4117)

Atoms 1-6, force components in eV/Å:
Co 0.3147 0.5644 0.1284
N 0.2397 -0.0927 -0.0042
C -0.1336 0.0999 0.1516
C -0.1283 -0.0264 0.0573
N -0.1282 -0.5665 -0.1237
C -0.7104 0.4896 0.0500

No. 6
Density functional theory data (ωB97M-V/def2-TZVPD) for 4 unconnected molecules or ions with the total composition C21H49ClN4O3 at a distorted geometry.

For the molecular weight, the calculation gives 441.101 u. As for the net charge: 0. For the gap between HOMO and LUMO, the calculation gives 8.56 eV. The calculation puts the LUMO energy at 0.53 eV. The SMILES is N[C@H]1OC(=O)O[C@H]1Cl.CCN(CC)CC.CCN(CC)CC.CCN(CC)CC. Its spin multiplicity is 1.

Positions of all 78 atoms, in Å:
N (3.7163, -5.1490, -2.6295)
C (2.4421, -5.7189, -2.8629)
O (1.8332, -6.3360, -1.7144)
C (0.6184, -6.6770, -2.2504)
O (0.0404, -7.7146, -2.0935)
O (0.2014, -5.6470, -3.0448)
C (1.2996, -4.7918, -3.2493)
Cl (1.1678, -3.4789, -2.0529)
H (4.0202, -5.3311, -1.6874)
H (4.3734, -5.5509, -3.2740)
H (2.4933, -6.5322, -3.5822)
H (1.3523, -4.4050, -4.2465)
C (0.8000, 2.6566, 1.3382)
C (-0.0693, 1.6967, 0.5407)
N (0.2536, 0.3067, 0.7904)
C (-0.3284, -0.6069, -0.1751)
C (-1.8557, -0.7153, -0.2397)
C (0.1976, -0.1092, 2.1798)
C (-1.1176, 0.0976, 2.9420)
H (1.8583, 2.4398, 1.1851)
H (0.6147, 3.6816, 1.0152)
H (0.5896, 2.6092, 2.4075)
H (0.0944, 1.8891, -0.5226)
H (-1.1285, 1.9284, 0.7379)
H (0.0879, -1.6029, -0.0036)
H (0.0346, -0.3109, -1.1645)
H (-2.2637, -1.2517, 0.6161)
H (-2.1442, -1.2742, -1.1335)
H (-2.3353, 0.2623, -0.3024)
H (0.9883, 0.4182, 2.7208)
H (0.4800, -1.1632, 2.2279)
H (-1.5164, 1.1036, 2.8050)
H (-0.9439, -0.0393, 4.0112)
H (-1.8837, -0.6176, 2.6469)
C (-5.3746, 0.2237, -2.5369)
C (-6.5716, -0.7149, -2.5621)
N (-6.2568, -2.0191, -3.1088)
C (-7.4296, -2.8060, -3.4427)
C (-8.3655, -3.2314, -2.3049)
C (-5.1757, -2.7318, -2.4516)
C (-5.2979, -2.9958, -0.9453)
H (-4.9113, 0.2888, -3.5219)
H (-5.6970, 1.2245, -2.2479)
H (-4.6170, -0.0949, -1.8193)
H (-7.3410, -0.2676, -3.1964)
H (-7.0005, -0.7737, -1.5488)
H (-7.1006, -3.6971, -3.9835)
H (-8.0128, -2.2271, -4.1658)
H (-7.9296, -4.0145, -1.6865)
H (-9.2908, -3.6317, -2.7244)
H (-8.6377, -2.3926, -1.6639)
H (-4.2504, -2.1747, -2.6237)
H (-5.0310, -3.6806, -2.9725)
H (-5.5835, -2.0997, -0.3924)
H (-4.3324, -3.3230, -0.5537)
H (-6.0166, -3.7826, -0.7223)
C (5.6648, 6.6158, 1.2706)
C (5.0062, 5.3807, 1.8667)
N (5.9162, 4.2600, 1.9914)
C (5.2484, 2.9980, 2.2505)
C (4.4786, 2.8435, 3.5674)
C (7.1229, 4.5154, 2.7559)
C (6.9705, 5.0182, 4.1973)
H (6.1595, 6.3742, 0.3295)
H (4.9102, 7.3774, 1.0722)
H (6.4011, 7.0551, 1.9447)
H (4.1931, 5.0735, 1.2039)
H (4.5376, 5.6547, 2.8257)
H (5.9873, 2.1963, 2.1749)
H (4.5504, 2.8256, 1.4250)
H (5.1451, 2.7418, 4.4227)
H (3.8696, 1.9376, 3.5273)
H (3.8017, 3.6793, 3.7470)
H (7.7218, 5.2456, 2.2050)
H (7.7228, 3.6027, 2.7544)
H (6.2636, 5.8457, 4.2698)
H (7.9339, 5.3824, 4.5595)
H (6.6480, 4.2319, 4.8779)

Atoms 1-6, force components in eV/Å:
N -0.2089 0.0517 0.0645
C 0.0404 0.1145 0.1223
O -0.0656 -0.8012 -0.2796
C -0.5109 -1.0240 0.7298
O 0.4866 1.5391 0.0000
O -0.3316 -0.5997 -0.6466

Question: Among the records above, which one has the highest net charge?
Answer: C3H8N3

Question: molecular weight of number 4 (C6H5N5)?
Answer: 147.141 u